DFT (the ωB97M-V functional and the def2-TZVPD basis) results for C20H25NO5S in the gas phase.

SMILES: CCCOc1ccccc1C(=O)N(Cc1ccc(C)o1)[C@H]1CCS(=O)(=O)C1
Energy above the lowest of the compared OMol25 structures with the same formula, charge and spin in kcal per mole: 39.0
E in eV: -43707.937
Frontier orbital gap in eV: 8.85
E_LUMO in eV: 0.56

```
! wB97M-V def2-TZVPD RIJCOSX def2/J DEFGRID3
* xyz 0 1
C 1.78800 -2.57143 -3.79268
C 1.03012 -2.60560 -2.47199
C 0.56262 -1.21440 -2.05532
O 1.71582 -0.45380 -1.75419
C 1.63348 0.82436 -1.32227
C 2.87338 1.46876 -1.23315
C 2.98034 2.76655 -0.78890
C 1.84139 3.46799 -0.42272
C 0.61573 2.84183 -0.49372
C 0.48812 1.52094 -0.92468
C -0.91177 1.00264 -0.99460
O -1.52269 0.90235 -2.04470
N -1.49781 0.72285 0.20419
C -0.80431 0.82997 1.48340
C 0.46561 0.04171 1.53478
C 0.74575 -1.28287 1.37305
C 2.14899 -1.41296 1.51929
C 2.62718 -0.16191 1.76884
C 4.00073 0.34134 2.02729
O 1.60784 0.72275 1.78313
C -2.89089 0.31434 0.19795
C -3.03360 -1.16845 0.63372
C -4.34471 -1.36311 1.35848
S -4.33963 0.11442 2.41435
O -3.30668 -0.02033 3.40669
O -5.65130 0.48189 2.86411
C -3.75923 1.20899 1.08221
H 1.14352 -2.21034 -4.59093
H 2.14176 -3.56542 -4.05519
H 2.64321 -1.90640 -3.71123
H 1.67648 -2.99933 -1.68592
H 0.15545 -3.25259 -2.55777
H -0.00579 -0.74115 -2.86477
H -0.08269 -1.28641 -1.17091
H 3.74423 0.90456 -1.52878
H 3.95041 3.23818 -0.73463
H 1.91023 4.49095 -0.08697
H -0.28092 3.38361 -0.22568
H -0.54046 1.87294 1.69005
H -1.48925 0.48901 2.26581
H 0.05200 -2.07617 1.17980
H 2.71869 -2.31641 1.44706
H 4.10907 0.63643 3.07094
H 4.72475 -0.43590 1.80353
H 4.19810 1.21346 1.40694
H -3.20206 0.41457 -0.84882
H -2.22580 -1.40796 1.32704
H -2.94232 -1.81708 -0.23795
H -4.37846 -2.26253 1.96251
H -5.21529 -1.29686 0.71354
H -4.65002 1.56442 0.57466
H -3.21731 2.04760 1.50509
*
```

natural (NBO) population analysis, charges in e, atoms 1 to 8:
1 C -0.61
2 C -0.41
3 C -0.07
4 O -0.52
5 C 0.42
6 C -0.26
7 C -0.19
8 C -0.24